Entry 1:
# C4H7NO

C4H7NO in the gas phase (ωB97M-V/def2-TZVPD, the Open Molecules 2025 dataset).

Results
frontier orbital gap	10.323	eV
SMILES	O/N=C\C1CC1
E_tot	-286.424270	Ha
E_LUMO	0.98	eV
ΔE to the lowest compared entry with this formula, charge and spin	130.1	kcal/mol

Each line ends with the natural charge from an NBO analysis.
CARTESIAN COORDINATES (ANGSTROEM)
O1 -1.731 -0.715 0.148  -0.52
N1 -1.654 0.467 -0.303  -0.06
C1 -0.554 0.925 0.103  -0.04
C2 0.711 0.228 0.546  -0.35
C3 1.947 0.296 -0.342  -0.43
C4 1.093 -0.993 -0.168  -0.42
H1 -1.000 -0.835 0.858  0.45
H2 -0.480 2.036 -0.225  0.19
H3 0.783 0.495 1.607  0.25
H4 2.952 0.558 0.107  0.23
H5 2.093 0.373 -1.440  0.24
H6 0.261 -1.073 -0.941  0.24
H7 1.633 -1.831 0.145  0.23


Entry 2:
# C5H5NO

C5H5NO in the gas phase (ωB97M-V/def2-TZVPD, the Open Molecules 2025 dataset).

Results
frontier orbital gap	9.764	eV
SMILES	C#CC(=C)NC=O
E_tot	-323.409392	Ha
E_LUMO	0.84	eV
ΔE to the lowest compared entry with this formula, charge and spin	69.2	kcal/mol

Each line ends with the natural charge from an NBO analysis.
CARTESIAN COORDINATES (ANGSTROEM)
C1 1.897 -1.028 0.900  -0.18
C2 0.852 -0.580 0.495  -0.08
C3 -0.288 -0.355 -0.430  0.10
C4 -0.949 -1.377 -0.977  -0.44
N1 -0.716 0.932 -0.393  -0.62
C5 -0.020 1.772 0.581  0.52
O1 -0.613 2.686 1.135  -0.55
H1 2.853 -1.390 1.204  0.24
H2 -0.499 -2.362 -1.035  0.22
H3 -1.888 -1.216 -1.496  0.20
H4 -1.705 1.123 -0.493  0.41
H5 1.076 1.795 0.509  0.16


Entry 3:
# C3H7NO2

C3H7NO2 in the gas phase (ωB97M-V/def2-TZVPD, the Open Molecules 2025 dataset).

Results
frontier orbital gap	10.863	eV
SMILES	NC(=O)CCO
E_tot	-323.739013	Ha
E_LUMO	0.82	eV
ΔE to the lowest compared entry with this formula, charge and spin	26.3	kcal/mol

Each line ends with the natural charge from an NBO analysis.
CARTESIAN COORDINATES (ANGSTROEM)
N1 2.068 0.496 0.060  -0.86
C1 0.894 0.444 0.806  0.69
O1 0.918 0.286 2.000  -0.58
C2 -0.326 0.457 -0.084  -0.54
C3 -1.168 -0.825 0.002  -0.06
O2 -1.707 -1.274 -1.280  -0.70
H1 2.845 0.203 0.642  0.39
H2 2.323 1.182 -0.622  0.40
H3 -1.004 1.289 0.139  0.22
H4 -0.001 0.611 -1.119  0.23
H5 -0.556 -1.651 0.348  0.19
H6 -2.046 -0.703 0.630  0.18
H7 -2.240 -0.516 -1.523  0.45


Entry 4:
# C24H44IrN5O5SbSi3

A molecular structure, C24H44IrN5O5SbSi3 (ωB97M-V/def2-TZVPD, the Open Molecules 2025 dataset).

Results
2S+1	2
frontier orbital gap (spin up / spin down)	5.653 / 5.496	eV
E_tot	-2803.448577	Ha
net charge	+2
<S²>	0.76
E_LUMO (spin up / spin down)	-7.46 / -7.47	eV
ΔE to the lowest compared entry with this formula, charge and spin	0.0	kcal/mol

Each line ends with the Löwdin spin population.
CARTESIAN COORDINATES (ANGSTROEM)
Ir1 -0.596 -1.327 0.202  0.85
O1 1.179 -0.411 0.386  0.02
C1 2.265 -0.999 0.477  0.00
C2 2.497 -2.375 0.396  0.01
C3 3.856 -2.773 0.523  0.00
C4 4.177 -4.073 0.446  0.01
C5 3.193 -5.068 0.238  0.00
C6 1.887 -4.720 0.113  0.01
C7 1.485 -3.368 0.192  0.00
O2 0.233 -3.109 0.073  0.05
N1 5.604 -4.472 0.580  0.00
O3 5.846 -5.664 0.555  0.00
O4 6.423 -3.577 0.704  0.00
H1 3.135 -0.361 0.632  0.00
H2 4.640 -2.041 0.677  0.00
H3 3.505 -6.104 0.180  0.00
H4 1.121 -5.465 -0.047  0.00
O5 -3.445 1.531 0.734  0.03
C8 -2.399 1.039 0.552  0.03
N2 -1.300 0.517 0.361  0.03
C9 2.835 4.241 -1.680  0.00
Si1 2.211 2.511 -1.823  0.00
C10 3.560 1.261 -1.656  0.00
C11 1.085 2.204 -3.251  0.00
Sb1 0.637 2.272 0.312  -0.01
Si2 -1.131 4.407 0.097  0.00
C12 -2.039 3.947 -1.452  0.00
C13 -2.023 4.384 1.718  0.00
C14 -0.061 5.892 -0.125  0.00
Si3 1.669 2.536 2.738  0.00
C15 0.251 2.420 3.911  0.00
C16 2.428 4.216 2.609  0.00
C17 2.916 1.194 2.969  0.00
H5 3.581 4.379 -2.475  0.00
H6 3.335 4.438 -0.727  0.00
H7 2.054 4.986 -1.832  0.00
H8 4.196 1.305 -2.549  0.00
H9 3.169 0.243 -1.592  0.00
H10 4.196 1.465 -0.789  0.00
H11 1.677 2.106 -4.169  0.00
H12 0.386 3.032 -3.393  0.00
H13 0.511 1.282 -3.124  0.00
H14 -2.256 2.885 -1.532  0.00
H15 -1.452 4.247 -2.325  0.00
H16 -2.997 4.480 -1.493  0.00
H17 -1.944 3.437 2.242  0.00
H18 -3.091 4.564 1.550  0.00
H19 -1.636 5.178 2.366  0.00
H20 0.379 5.940 -1.122  0.00
H21 0.731 5.977 0.623  0.00
H22 -0.706 6.776 -0.012  0.00
H23 -0.330 3.344 3.931  0.00
H24 0.638 2.249 4.922  0.00
H25 -0.416 1.587 3.670  0.00
H26 1.693 4.990 2.374  0.00
H27 3.234 4.253 1.870  0.00
H28 2.867 4.470 3.584  0.00
H29 2.464 0.202 2.892  0.00
H30 3.342 1.278 3.976  0.00
H31 3.742 1.278 2.256  0.00
C18 -3.606 -4.367 -3.125  0.00
C19 -2.815 -3.108 -3.407  0.00
N3 -2.453 -2.461 -2.139  0.00
C20 -2.973 -2.754 -0.920  0.00
N4 -2.412 -2.220 0.165  0.00
C21 -3.082 -2.415 1.463  0.00
C22 -3.711 -3.788 1.546  0.00
C23 -4.691 -3.928 0.405  0.00
N5 -4.057 -3.554 -0.866  0.00
C24 -4.678 -4.040 -2.107  0.00
H32 -2.950 -5.141 -2.719  0.00
H33 -4.052 -4.746 -4.043  0.00
H34 -3.410 -2.419 -4.009  0.00
H35 -1.902 -3.331 -3.955  0.00
H36 -1.630 -1.892 -2.106  0.00
H37 -3.851 -1.646 1.604  0.00
H38 -2.341 -2.282 2.247  0.00
H39 -4.229 -3.917 2.496  0.00
H40 -2.934 -4.553 1.474  0.00
H41 -5.569 -3.302 0.574  0.00
H42 -5.033 -4.957 0.309  0.00
H43 -5.371 -3.291 -2.500  0.00
H44 -5.257 -4.924 -1.853  0.00